# 1
{
  "formula": "C16H15ClN2O4",
  "method": "ωB97M-V/def2-TZVPD",
  "symbols": ["O", "O", "Cl", "O", "O", "C", "C", "C", "C", "C", "C", "C", "C", "C", "C", "C", "C", "N", "N", "C", "C", "C", "C", "H", "H", "H", "H", "H", "H", "H", "H", "H", "H", "H", "H", "H", "H", "H"],
  "xyz": [[-2.5107, 0.5527, 2.0211], [-2.1837, -3.2905, 1.6252], [4.3685, 1.1759, 2.1897], [-1.4553, 3.3821, -3.8152], [1.2439, 2.4242, -3.0624], [-1.5107, -0.0891, 1.8065], [-1.2775, -2.4858, 1.7375], [-2.0293, 1.7724, -0.5911], [-0.7314, 1.0530, -0.2904], [-2.1472, 2.6954, -1.6194], [0.2461, 1.2251, -1.2506], [3.3491, -1.3138, 1.5581], [1.8391, 0.5604, 1.3467], [2.2638, -2.1554, 1.2887], [3.0921, 0.0736, 1.6618], [0.7576, -0.2794, 1.1159], [0.9728, -1.6846, 1.1327], [-0.5202, 0.2578, 0.8764], [-0.0890, -2.6111, 0.9923], [-1.4577, -1.3248, 2.6895], [-0.0402, -3.6338, -0.0472], [-1.0201, 3.0246, -2.4930], [0.0071, 1.8945, -2.5643], [-1.8593, 2.6548, -4.2705], [1.0309, 3.0147, -3.7981], [-2.9704, 1.6162, -0.0041], [-3.0661, 3.2760, -1.7434], [1.2217, 0.7345, -1.1450], [4.3617, -1.6581, 1.7140], [1.6807, 1.6511, 1.3870], [2.3999, -3.2164, 1.2873], [-0.6165, -1.2343, 3.3860], [-2.4084, -1.4165, 3.2096], [-0.2534, -4.6289, 0.3945], [0.9431, -3.7185, -0.4876], [-0.7581, -3.3957, -0.8680], [-0.5196, 3.9210, -2.0818], [-0.3533, 1.1768, -3.2884]],
  "energy_ha": -1489.33655,
  "smiles": "CN1C(=O)CC(=O)N(C2=C[C@H](O)[C@@H](O)C=C2)c2cc(Cl)ccc21",
  "e_homo_ev": -8.44,
  "gap_ev": 8.64,
  "fmax_ev_per_a": 3.271
}

***

# 2
{
  "formula": "C16H15ClN2O5S2",
  "method": "ωB97M-V/def2-TZVPD",
  "symbols": ["C", "C", "H", "H", "O", "C", "O", "C", "C", "C", "C", "C", "C", "C", "C", "N", "H", "H", "H", "O", "C", "H", "H", "H", "H", "N", "S", "O", "O", "C", "C", "C", "C", "Cl", "S", "H", "H", "H", "H", "H", "H"],
  "xyz": [[-4.4084, -2.9809, -1.1569], [-3.8943, -1.5808, -0.8709], [-4.0371, -0.9175, -1.7301], [-4.4023, -1.1482, -0.0016], [-2.4989, -1.6437, -0.5697], [-1.7145, -0.6696, -1.0579], [-2.1173, 0.2518, -1.7443], [-0.3404, -0.8039, -0.6316], [0.6708, 0.1334, -0.8212], [1.8131, -0.3424, -0.1273], [3.0993, 0.1765, 0.0507], [3.9881, -0.5492, 0.8161], [3.6124, -1.7915, 1.3758], [2.3586, -2.3191, 1.2002], [1.4447, -1.5846, 0.4472], [0.1471, -1.8429, 0.1273], [-0.3907, -2.6525, 0.3847], [2.0864, -3.2674, 1.6370], [4.3547, -2.3143, 1.9579], [5.2622, -0.1634, 1.0974], [5.6899, 1.0942, 0.6265], [5.7241, 1.1195, -0.4672], [6.6950, 1.2300, 1.0229], [5.0401, 1.8973, 0.9863], [3.3391, 1.1298, -0.3854], [0.5545, 1.3286, -1.5223], [0.5025, 2.7363, -0.5997], [0.3282, 3.8250, -1.5050], [1.6080, 2.7444, 0.3032], [-1.0035, 2.5056, 0.3111], [-2.2484, 2.9045, -0.0634], [-3.2624, 2.3638, 0.7520], [-2.7539, 1.5444, 1.7163], [-3.6429, 0.6741, 2.8777], [-1.0187, 1.4371, 1.6572], [-4.3109, 2.5591, 0.6260], [-2.4156, 3.5612, -0.8962], [-0.2494, 1.3245, -2.1425], [-5.4735, -2.9400, -1.3647], [-4.2396, -3.6255, -0.2983], [-3.8961, -3.4035, -2.0174]],
  "energy_ha": -2360.99070,
  "smiles": "CCOC(=O)c1[nH]c2ccc(OC)cc2c1NS(=O)(=O)c1ccc(Cl)s1",
  "e_homo_ev": -8.04,
  "gap_ev": 8.07,
  "fmax_ev_per_a": 1.272
}

***

# 3
{
  "formula": "C16H15Li4N3O3",
  "method": "ωB97M-V/def2-TZVPD",
  "symbols": ["Li", "Li", "Li", "Li", "C", "O", "O", "O", "N", "C", "C", "C", "C", "C", "H", "H", "H", "H", "H", "N", "C", "C", "C", "C", "C", "H", "H", "H", "H", "H", "N", "C", "C", "C", "C", "C", "H", "H", "H", "H", "H"],
  "xyz": [[1.1263, -1.7220, 0.6142], [1.3676, -4.2394, -2.6747], [0.6958, -1.7855, -4.3909], [-0.5550, 0.8173, -1.9459], [0.2411, -1.4608, -1.6981], [0.7558, -2.5842, -1.6855], [0.0134, -0.7673, -0.7298], [0.0535, -0.9335, -2.7890], [-1.6815, 2.2132, -0.2999], [-1.7832, 1.5104, 0.8976], [-2.1069, 2.1014, 2.1048], [-2.4558, 3.3762, 2.0840], [-2.3410, 4.1685, 0.9758], [-1.9292, 3.5504, -0.2508], [-1.4794, 0.4747, 0.9350], [-1.9755, 1.6596, 3.0815], [-2.7560, 3.8625, 3.0004], [-2.5510, 5.2266, 1.0291], [-1.8461, 4.0705, -1.1937], [1.2583, 1.9532, -1.9244], [1.2727, 3.3302, -1.5106], [2.4383, 4.0726, -1.5292], [3.5956, 3.4199, -1.9896], [3.5787, 2.0770, -2.3153], [2.4086, 1.3377, -2.2898], [0.3006, 3.7579, -1.3143], [2.4144, 5.1051, -1.2135], [4.4983, 4.0128, -1.9901], [4.5099, 1.6604, -2.6698], [2.3954, 0.2845, -2.5284], [-0.0397, -3.1852, 1.9329], [0.1063, -3.8752, 3.1258], [-0.5850, -5.1056, 3.3505], [-1.5721, -5.5429, 2.4227], [-1.6304, -4.8955, 1.1992], [-0.9298, -3.7341, 1.0585], [0.8125, -3.4803, 3.8411], [-0.3580, -5.7252, 4.2055], [-2.0775, -6.4860, 2.5695], [-2.2897, -5.2508, 0.4211], [-0.9002, -3.2694, 0.0841]],
  "s2": 0.77,
  "energy_ha": -1037.99212,
  "charge": 3,
  "multiplicity": 2,
  "e_homo_ev": [-15.92, -15.92],
  "gap_ev": [5.87, 1.65],
  "fmax_ev_per_a": 6.462
}